## A
A cluster of 2 separate species, C3H9N2 in total. Source: the Open Molecules 2025 dataset; level of theory: ωB97M-V with the def2-TZVPD basis set.

Geometry as XYZ:
```
14
C3H9N2, DFT ωB97M-V with the def2-TZVPD basis set
C 1.90948 -0.77789 -0.53882
C 2.46320 0.47792 0.04611
C 1.03507 0.07408 0.20549
N -0.03030 0.68665 0.41865
N -2.59002 -0.06284 -0.15614
H 1.75939 -1.02838 -1.66009
H 2.16168 -1.59711 0.00678
H 3.03298 0.43767 1.02661
H 2.67906 1.41191 -0.58706
H 0.06484 1.69569 0.79882
H -1.40209 0.26647 0.04548
H -3.29810 -0.04119 0.66966
H -2.36308 -1.00145 -0.48441
H -2.87702 0.52695 -0.93043
```

Charge ... +1

=====

## B
A structure of composition C3H9N2. Source: the Open Molecules 2025 dataset; level of theory: ωB97M-V with the def2-TZVPD basis set.

Geometry as XYZ:
```
14
C3H9N2, DFT ωB97M-V with the def2-TZVPD basis set
C -2.26233 -0.00306 0.04075
C 0.49955 1.20210 -0.28196
C 0.03532 -0.17747 0.24000
N -1.17371 -0.55201 -0.37188
N 1.02120 -1.26142 -0.15847
H -3.13394 -0.29007 -0.35722
H -2.39123 0.73532 0.71622
H 1.07599 1.11888 -1.13712
H -0.32579 1.78964 -0.38808
H 1.28455 1.64961 0.31815
H 0.13432 -0.11300 1.57718
H 0.86441 -1.34461 -1.13576
H 0.85614 -2.16292 0.36036
H 1.91529 -1.13779 0.24500
```

Charge ... +1

=====

Quick one: least stable of them? B

=====

## A
A cluster of 2 separate species, C3H9N2 in total. Source: the Open Molecules 2025 dataset; level of theory: ωB97M-V with the def2-TZVPD basis set.

Geometry as XYZ:
```
14
C3H9N2, DFT ωB97M-V with the def2-TZVPD basis set
C 1.14977 -0.22825 -0.13095
C -1.73652 -0.65649 0.24438
C -1.11238 0.76883 -0.17153
N 2.43129 -0.19839 0.24525
N 0.34184 0.80240 -0.01001
H 0.78988 -1.01438 -0.93104
H -1.45304 -0.92514 1.21859
H -2.86537 -0.64216 0.23686
H -1.45979 -1.36952 -0.48471
H -1.51650 1.58160 0.21756
H -1.34192 0.98866 -1.80358
H 2.98608 -0.86292 -0.16750
H 2.94480 0.28897 0.95038
H 0.84184 1.46679 0.58630
```

Charge ... +1

=====

## B
A cluster of 2 separate species, C3H9N2 in total. Source: the Open Molecules 2025 dataset; level of theory: ωB97M-V with the def2-TZVPD basis set.

Geometry as XYZ:
```
14
C3H9N2, DFT ωB97M-V with the def2-TZVPD basis set
C -1.00569 -0.32734 1.78828
C 0.18129 -0.16153 -0.15775
C 1.10378 1.88584 -1.20998
N 0.80640 0.51590 -1.11152
N -0.14873 -1.51095 -0.65421
H -1.87478 0.30180 1.33811
H -0.20882 0.19518 2.43405
H -1.17955 -1.40261 1.87224
H 0.32256 2.15397 -2.02408
H 0.91231 2.36515 -0.25567
H 2.11945 2.13583 -1.52831
H -0.20344 -1.48804 -1.66761
H -1.08872 -1.73420 -0.25766
H 0.32459 -2.40133 -0.30647
```

Charge ... +1

=====

## C
A cluster of 2 separate species, C3H9N2 in total. Source: the Open Molecules 2025 dataset; level of theory: ωB97M-V with the def2-TZVPD basis set.

Geometry as XYZ:
```
14
C3H9N2, DFT ωB97M-V with the def2-TZVPD basis set
C 2.71768 -0.18664 -0.65242
N 1.90574 0.78544 -0.74445
H 2.34820 -1.17645 -0.91952
H 3.74671 -0.10826 -0.30359
H 2.38004 1.68425 -0.65176
C -1.37776 -0.67320 0.55918
C -2.60520 -0.75986 0.10468
N -0.63876 0.60896 0.41772
H -0.79359 -1.41045 1.08406
H -3.15152 -1.67997 0.21766
H -3.14189 0.10336 -0.26944
H -1.18635 1.23769 -0.17408
H -0.53998 1.06612 1.32561
H 0.33669 0.50901 0.00637
```

Charge ... +1

=====

Quick one: least stable of them? B